Record 1
Here is a molecular structure, C5H10NOPS at a distorted geometry from the Open Molecules 2025 dataset. Energies are from ωB97M-V/def2-TZVPD.

Calculated values
Energy above the lowest of the compared OMol25 structures with the same formula, charge and spin = 220.4 kJ/mol
LUMO energy = 0.29 eV
Net charge = 0
Kohn-Sham gap = 8.64 eV
Total energy = -1065.9695 Eh

Geometry as XYZ:
```
19
Properties=species:S:1:pos:R:3:forces:R:3
C -0.147927 3.186543 0.160444 -0.991 3.980 0.815
C -0.071403 2.140836 -0.596727 0.843 -2.266 -0.510
C 2.530966 -0.649058 0.076374 0.479 0.686 2.274
C -1.376122 -2.276342 0.479613 0.561 0.668 0.703
C -1.590454 -1.119063 -0.350647 1.593 4.939 -2.425
N 1.403640 -0.355856 -0.530590 -2.579 2.186 1.368
O 0.234308 0.528325 1.624094 0.063 0.466 2.176
P 0.042409 0.474579 0.192915 -1.673 -2.613 -2.384
S 3.773854 -1.433189 -0.637880 0.034 0.068 0.485
H 0.014035 4.249634 -0.232257 -0.176 -1.700 0.160
H -0.561554 3.251723 1.160368 0.558 -0.691 0.288
H 0.211575 2.290581 -1.619135 0.162 -0.357 -0.530
H 2.376735 -0.214446 1.163627 1.213 -1.132 -1.774
H -1.733092 -2.048479 1.421588 0.164 0.483 2.619
H -2.094900 -2.964753 0.225261 -1.349 -2.300 -1.216
H -0.377070 -2.669622 0.460812 0.352 -0.256 0.057
H -2.462515 -0.350399 -0.135136 1.444 -2.246 -0.819
H -1.335193 -1.418345 -1.443564 -0.958 1.274 1.514
H 1.162702 -0.622668 -1.419156 0.259 -1.188 -2.800
```
Forces are in eV/Å.

=====

Record 2
Here is a molecular structure, C2HO4Pt at a distorted geometry from the Open Molecules 2025 dataset. Energies are from ωB97M-V/def2-TZVPD.

Calculated values
Energy above the lowest of the compared OMol25 structures with the same formula, charge and spin = 519.4 kJ/mol
LUMO energy (alpha / beta) = -8.26 / -8.89 eV
Net charge = +1
Kohn-Sham gap (alpha / beta) = 7.28 / 6.98 eV
Multiplicity = 3
Total energy = -496.3988 Eh

Geometry as XYZ:
```
8
Properties=species:S:1:pos:R:3:forces:R:3
O 2.319286 -0.800152 -1.040831 -0.367 0.905 2.651
C 1.381160 -0.474974 -0.424389 0.079 -0.278 -2.731
O 0.153239 -0.426614 -0.761759 6.231 -0.939 -1.424
C -0.645544 0.702208 0.742823 -1.440 -1.606 4.893
O -0.996268 -0.164159 1.541603 1.877 0.844 0.005
O -1.521181 1.176520 -0.043560 2.350 5.763 0.352
Pt -1.634932 -0.506301 -0.858522 -7.896 -5.448 -3.284
H 0.944240 0.493472 0.844633 -0.834 0.758 -0.462
```
Forces are in eV/Å.

=====

Record 3
Here is 5 unconnected molecules or ions with the total composition C22H49INO19PS4 at a distorted geometry from the Open Molecules 2025 dataset. Energies are from ωB97M-V/def2-TZVPD.

Calculated values
LUMO energy = -0.21 eV
SMILES = CC(=O)NCCCC[C@@]1(I)OC(=O)O[C@H]1CP(=O)(O)O.CCOS(C)(=O)=O.CCOS(C)(=O)=O.CCOS(C)(=O)=O.CCOS(C)(=O)=O
Net charge = 0
Kohn-Sham gap = 9.33 eV
Total energy = -4583.8535 Eh

Geometry as XYZ:
```
97
Properties=species:S:1:pos:R:3:forces:R:3
C -1.042895 -0.052354 8.213631 0.336 0.015 0.658
C -1.457767 -1.477164 7.933693 -0.561 -0.322 0.074
O -2.547648 -1.854799 8.305071 0.209 0.154 -0.443
N -0.624509 -2.350104 7.199480 0.475 0.842 0.047
C 0.832846 -2.210144 7.247211 -0.038 -0.584 -0.209
C 1.483760 -1.950336 5.893593 0.137 0.399 -0.148
C 1.583444 -0.470342 5.469171 0.115 -0.064 -0.215
C 1.268510 -0.182604 3.986358 0.028 0.191 0.259
C 0.075754 0.731155 3.764086 -0.683 -0.235 -0.611
I -1.745904 -0.388661 4.159333 0.104 0.207 0.111
O 0.118561 1.872382 4.600709 0.682 -0.218 0.300
C 0.661774 2.864331 3.845004 -0.045 0.218 -0.285
O 1.471115 3.655605 4.184767 -0.363 0.243 0.372
O 0.145177 2.770955 2.595311 0.153 -0.118 -0.450
C -0.042997 1.372995 2.323325 0.199 -0.749 0.384
C 1.011449 0.904052 1.326511 0.131 0.429 0.209
P 0.639464 1.353955 -0.388665 -0.058 -0.613 -0.888
O 0.554077 0.188152 -1.271884 -0.086 0.211 0.229
O 1.757223 2.411884 -0.794427 -0.211 0.076 0.366
O -0.730835 2.190546 -0.372040 0.132 0.249 0.290
H -1.306008 0.174905 9.246851 -0.071 0.062 -0.051
H 0.014714 0.157349 8.091133 -0.004 0.039 -0.145
H -1.618326 0.614921 7.574513 -0.042 -0.084 -0.133
H -0.953940 -2.452211 6.249669 -0.312 -0.400 0.120
H 1.229992 -3.162304 7.608269 0.000 0.026 0.131
H 1.122781 -1.462896 7.983260 0.043 0.058 -0.008
H 0.968373 -2.516663 5.113023 -0.130 -0.127 0.120
H 2.496032 -2.355939 5.928660 -0.006 -0.082 -0.036
H 0.975992 0.178326 6.096642 -0.131 -0.076 0.057
H 2.614255 -0.152087 5.623883 -0.043 0.102 0.189
H 1.079346 -1.101603 3.432538 0.135 -0.038 -0.025
H 2.132210 0.306705 3.529138 0.011 -0.023 -0.021
H -1.034086 1.184814 1.925584 -0.127 0.342 0.029
H 1.970997 1.368525 1.565831 0.024 -0.088 0.071
H 1.137411 -0.174355 1.375524 -0.117 -0.069 -0.185
H 1.405171 3.263854 -1.081028 0.280 0.090 -0.223
H -0.695584 2.950824 0.228865 -0.152 -0.029 -0.096
O -2.894049 -2.745227 -3.511375 0.103 -0.205 0.063
S -2.401253 -2.818812 -4.858726 -0.074 0.292 -0.183
O -1.453532 -3.837587 -5.194892 0.008 -0.130 0.069
O -1.846266 -1.401822 -5.272989 -0.067 0.021 -0.002
C -0.899595 -0.756745 -4.374566 0.416 0.188 0.288
C 0.487147 -1.337308 -4.515371 0.055 -0.206 -0.074
C -3.753926 -2.868651 -5.977649 -0.073 0.016 -0.011
H -1.257308 -0.825435 -3.347629 -0.076 -0.094 -0.032
H -0.910810 0.294376 -4.652229 -0.169 -0.040 -0.172
H 0.520498 -2.365095 -4.157895 0.029 0.018 0.063
H 1.197739 -0.755383 -3.930768 -0.056 0.033 0.057
H 0.801131 -1.343190 -5.559892 -0.010 0.080 -0.008
H -4.440223 -2.061376 -5.728554 0.017 0.016 0.006
H -4.233154 -3.837228 -5.852750 0.028 -0.018 0.018
H -3.368769 -2.762847 -6.987924 0.015 -0.009 -0.008
O -4.971278 1.640133 -3.107973 0.074 0.057 -0.086
S -5.626020 0.389604 -3.346418 -0.163 -0.065 0.101
O -5.694176 -0.122071 -4.684289 0.100 0.002 -0.084
O -7.098625 0.471943 -2.749630 0.043 -0.104 0.022
C -7.903448 1.611809 -3.123434 -0.234 0.301 -0.094
C -8.494942 1.476677 -4.511414 0.135 -0.106 -0.057
C -4.995009 -0.853081 -2.289409 -0.061 0.083 0.199
H -7.306591 2.519430 -3.026890 0.085 -0.057 -0.001
H -8.689264 1.650581 -2.371949 0.041 -0.110 0.057
H -7.722815 1.519443 -5.277807 0.009 0.015 0.009
H -9.202534 2.286792 -4.689157 -0.016 0.009 0.042
H -9.014268 0.524239 -4.614120 -0.052 0.018 0.023
H -4.991316 -0.484551 -1.267181 -0.041 0.044 -0.014
H -3.985980 -1.068598 -2.625103 0.033 -0.046 -0.041
H -5.615696 -1.739097 -2.387117 0.016 -0.023 -0.028
O 4.305554 -5.251857 -4.229865 0.129 0.119 -0.047
S 3.304044 -4.783764 -3.320266 -0.330 -0.211 0.099
O 3.156134 -3.384759 -3.070004 0.130 0.143 -0.106
O 3.488773 -5.541595 -1.932435 -0.060 -0.033 -0.004
C 4.808392 -5.530065 -1.346174 0.327 0.000 0.166
C 5.123893 -4.219664 -0.654249 -0.094 0.092 -0.101
C 1.739281 -5.459669 -3.750979 -0.006 -0.042 0.014
H 5.545218 -5.767030 -2.114616 -0.066 0.023 -0.070
H 4.799212 -6.351050 -0.632149 -0.121 -0.025 -0.022
H 5.215905 -3.404338 -1.369857 0.006 -0.011 -0.012
H 6.064426 -4.309251 -0.109844 0.001 -0.044 0.011
H 4.331405 -3.958392 0.046739 0.016 -0.033 0.043
H 1.846416 -6.532196 -3.884084 0.009 -0.006 -0.004
H 1.432160 -4.985605 -4.680953 0.003 0.034 0.006
H 1.028905 -5.228219 -2.962188 -0.006 0.031 -0.003
O 2.906993 5.336530 -1.843769 -0.302 -0.191 -0.100
S 4.037073 5.333868 -0.963512 0.403 0.195 0.334
O 4.359481 4.147864 -0.234531 -0.027 -0.057 -0.096
O 3.889387 6.549622 0.049062 0.061 -0.035 -0.140
C 2.614897 6.669088 0.722872 -0.387 0.080 0.266
C 2.461037 5.665089 1.844007 0.068 -0.146 -0.137
C 5.465744 5.907406 -1.810061 -0.014 0.038 -0.073
H 1.817884 6.567924 -0.014915 0.049 0.010 -0.057
H 2.588539 7.689481 1.098846 0.161 0.021 -0.046
H 2.415202 4.652624 1.443728 -0.023 -0.035 0.073
H 1.543842 5.854089 2.400487 -0.001 0.056 -0.010
H 3.302388 5.709120 2.533961 -0.016 0.048 0.020
H 5.221656 6.834372 -2.320487 -0.006 0.008 -0.004
H 5.737806 5.135130 -2.525806 -0.019 -0.029 0.006
H 6.262750 6.052658 -1.086456 -0.012 -0.018 0.026
```
Forces are in eV/Å.

=====

Record 4
Here is C7H10 in the gas phase from the Open Molecules 2025 dataset. Energies are from ωB97M-V/def2-TZVPD.

Calculated values
Energy above the lowest of the compared OMol25 structures with the same formula, charge and spin = 241.2 kJ/mol
LUMO energy = 1.19 eV
SMILES = C1[C@@H]2CC3(CC3)[C@H]12
Net charge = 0
Kohn-Sham gap = 10.55 eV
Total energy = -272.6261 Eh

Geometry as XYZ:
```
17
Properties=species:S:1:pos:R:3:forces:R:3
C -1.967483 -0.378050 -0.121030 -0.067 -0.253 0.094
C -1.452480 0.954425 -0.582703 0.162 0.065 -0.042
C -0.492234 -0.123048 -0.074857 -0.042 0.150 -0.096
C 0.622205 -0.925302 -0.827531 -0.077 0.106 -0.201
C 1.560308 -0.671365 0.355107 0.089 -0.107 -0.085
C 1.632383 0.806235 0.594744 0.089 0.211 0.002
C 0.457450 0.030424 1.118447 -0.283 0.146 0.150
H -2.335551 -1.041171 -0.900353 0.097 -0.046 0.196
H -2.546406 -0.398945 0.798332 0.167 -0.086 -0.066
H -1.546723 1.196926 -1.641798 0.282 -0.237 0.198
H -1.683709 1.812218 0.052829 0.347 -0.283 -0.026
H 0.368570 -1.983865 -0.974837 -0.069 0.287 0.180
H 0.994299 -0.526285 -1.777164 -0.204 0.035 0.013
H 2.331535 -1.336640 0.741813 -0.325 0.097 -0.149
H 1.438249 1.469751 -0.246271 0.123 -0.014 0.132
H 2.370954 1.170547 1.302580 -0.129 -0.170 -0.022
H 0.248625 -0.055860 2.182699 -0.161 0.099 -0.278
```
Forces are in eV/Å.

=====

Record 5
Here is 2 unconnected molecules or ions with the total composition C2H2N2O3 at a distorted geometry from the Open Molecules 2025 dataset. Energies are from ωB97M-V/def2-TZVPD.

Calculated values
Energy above the lowest of the compared OMol25 structures with the same formula, charge and spin = 344.2 kJ/mol
LUMO energy (alpha / beta) = 0.19 / -4.58 eV
Net charge = 0
Kohn-Sham gap (alpha / beta) = 9.96 / 6.19 eV
Multiplicity = 3
Total energy = -412.3658 Eh

Geometry as XYZ:
```
9
Properties=species:S:1:pos:R:3:forces:R:3
C 0.626130 -0.563522 2.027076 0.889 -1.566 -3.861
C -0.718472 0.051340 -0.462082 -2.059 -2.492 -1.174
N 0.506388 -0.566816 3.190880 -0.642 0.780 4.217
N 0.137782 0.560455 -1.418518 -0.489 -1.259 -1.274
O 0.595681 -0.150962 -2.296115 0.334 -1.265 -0.118
O 0.293448 1.743397 -1.415296 0.622 3.177 0.601
O 0.755210 -0.859048 0.884809 0.814 0.260 0.633
H -1.097068 0.837414 0.179124 -0.239 -0.549 0.145
H -1.099099 -1.052257 -0.689878 0.769 2.915 0.831
```
Forces are in eV/Å.

=====

Record 6
Here is C4H8O2 in the gas phase from the Open Molecules 2025 dataset. Energies are from ωB97M-V/def2-TZVPD.

Calculated values
Energy above the lowest of the compared OMol25 structures with the same formula, charge and spin = 479.8 kJ/mol
LUMO energy (alpha / beta) = -1.93 / -0.99 eV
Net charge = 0
Kohn-Sham gap (alpha / beta) = 6.06 / 8.48 eV
Total energy = -307.5297 Eh

Geometry as XYZ:
```
14
Properties=species:S:1:pos:R:3:forces:R:3
C 1.896971 0.352104 -0.570044 -0.006 0.020 -0.038
C 0.693301 -0.255648 0.027439 0.026 -0.127 0.127
O -1.239566 -0.181219 1.729376 0.068 -0.153 -0.127
C -1.591608 -0.723904 0.526270 0.070 -0.278 -0.422
C -0.679631 0.021984 -0.460945 0.227 0.182 0.212
O -0.735886 1.411899 -0.092258 -0.373 -0.254 0.522
H 1.660055 1.044374 -1.382176 0.028 -0.140 0.169
H 2.483724 0.879269 0.197963 -0.177 -0.128 -0.137
H 2.560733 -0.451804 -0.936381 -0.193 0.142 0.097
H 0.809592 -0.882408 0.911457 -0.082 0.040 -0.219
H -2.664397 -0.570616 0.273495 0.286 0.049 0.117
H -1.394023 -1.818978 0.428376 -0.065 0.310 0.128
H -0.833835 -0.080700 -1.543255 0.022 -0.014 0.243
H -0.965429 1.255652 0.890685 0.166 0.352 -0.673
```
Forces are in eV/Å.